Density functional theory data (ωB97M-V/def2-TZVPD) for a cluster of 6 separate species, C66H77NO5S in total at a distorted geometry.

Orbital gap   7.58 eV
Max |F|   3.1 eV/A
E_HOMO   -8.62 eV
SMILES string   CCCCCCCCCCCc1cc(OC[C@H](C)O)c(CCc2ccccc2)c2c1C(=O)C(N=C=O)=C(CSCC)C2=O.c1ccccc1.c1ccccc1.c1ccccc1.c1ccccc1.c1ccccc1
E   -3389.9996 hartree
Charge   0

CARTESIAN COORDINATES (ANGSTROEM)
C (7.955533, -3.114137, 2.207269)
C (8.822460, -3.112633, 0.871821)
C (8.058123, -2.276231, -0.258367)
C (7.913255, -0.767003, 0.194001)
C (7.267861, 0.170348, -0.950404)
C (5.759387, 0.534029, -0.559389)
C (4.888133, 0.933935, -1.818741)
C (3.511950, 1.646668, -1.436065)
C (2.500728, 0.666948, -0.684368)
C (1.367796, 1.465078, 0.114092)
C (0.208214, 1.843379, -0.904257)
C (-1.127822, 1.049883, -0.725137)
C (-1.511807, 0.302671, 0.510522)
C (-2.807064, -0.428812, 0.641273)
O (-3.068338, -1.065521, 1.886019)
C (-4.071167, -0.217739, 2.530741)
C (-3.604274, 0.337376, 3.926898)
C (-4.738325, 1.270591, 4.561042)
O (-2.480065, 1.227052, 3.671890)
C (-3.805378, -0.504033, -0.476212)
C (-5.155726, -1.321277, -0.346853)
C (-5.062433, -2.722347, -1.091684)
C (-5.544458, -3.954015, -0.248952)
C (-5.710804, -3.993829, 1.217461)
C (-6.209887, -5.261430, 1.838358)
C (-6.516591, -6.482022, 1.060641)
C (-6.320984, -6.457574, -0.413136)
C (-5.861703, -5.201032, -1.026440)
C (-3.432000, 0.247526, -1.717382)
C (-2.138077, 1.006980, -1.825085)
C (-1.942080, 1.768488, -3.187498)
O (-0.877589, 1.888776, -3.757353)
C (-3.287632, 2.344229, -3.802886)
N (-3.164512, 3.678354, -4.447771)
C (-2.905982, 4.438588, -3.482484)
O (-2.870922, 5.128195, -2.547813)
C (-4.480308, 1.668427, -3.703262)
C (-5.776916, 2.322773, -4.293636)
S (-6.963565, 1.162163, -5.091992)
C (-6.579413, 0.981803, -6.884561)
C (-6.009694, 2.324550, -7.547575)
C (-4.434162, 0.277268, -2.942973)
O (-5.080248, -0.680261, -3.297899)
H (7.768575, -4.131567, 2.642483)
H (6.934711, -2.676958, 1.969162)
H (8.433684, -2.399317, 2.930823)
H (9.808116, -2.586860, 1.050046)
H (9.039167, -4.158239, 0.489374)
H (8.619082, -2.370281, -1.239986)
H (7.017098, -2.715774, -0.356800)
H (8.951209, -0.371886, 0.420440)
H (7.237488, -0.725968, 1.093376)
H (7.917117, 1.091841, -0.992086)
H (7.325305, -0.398495, -1.920620)
H (5.777476, 1.392955, 0.177221)
H (5.315463, -0.385685, -0.085731)
H (5.501487, 1.692331, -2.405013)
H (4.750940, 0.047688, -2.500379)
H (3.773368, 2.563389, -0.832332)
H (3.090848, 2.025822, -2.421005)
H (3.111136, 0.005641, 0.006885)
H (2.009979, 0.054694, -1.505317)
H (1.854617, 2.437758, 0.444927)
H (1.032662, 0.945314, 1.049758)
H (0.616769, 1.636861, -1.942404)
H (0.043678, 2.957283, -0.852505)
H (-0.857499, 0.286749, 1.415189)
H (-5.001561, -0.835628, 2.690334)
H (-4.333790, 0.687588, 1.899045)
H (-3.376675, -0.443089, 4.701940)
H (-5.062640, 2.085596, 3.836313)
H (-5.666033, 0.703305, 4.846232)
H (-4.345742, 1.828205, 5.469015)
H (-2.813655, 2.147380, 3.676882)
H (-5.945970, -0.705075, -0.882448)
H (-5.507524, -1.392987, 0.719549)
H (-5.701801, -2.704288, -2.026582)
H (-3.974314, -2.860632, -1.384461)
H (-5.476943, -3.095562, 1.838640)
H (-6.350393, -5.349069, 2.953308)
H (-6.897146, -7.434691, 1.510570)
H (-6.506183, -7.343502, -1.081927)
H (-5.743092, -5.180626, -2.149393)
H (-6.348312, 2.836831, -3.458238)
H (-5.537185, 3.143383, -5.034797)
H (-5.796359, 0.182228, -7.052298)
H (-7.547389, 0.722028, -7.413985)
H (-6.613581, 3.169555, -7.086656)
H (-6.062960, 2.316939, -8.669546)
H (-4.944259, 2.423725, -7.171628)
C (0.573222, 7.387321, -0.896890)
C (1.272170, 7.664280, 0.272405)
C (1.042314, 6.908475, 1.416191)
C (0.109820, 5.877663, 1.392108)
C (-0.595701, 5.606670, 0.225295)
C (-0.363313, 6.360073, -0.919650)
H (0.757541, 7.972598, -1.790530)
H (1.997706, 8.469798, 0.292146)
H (1.590046, 7.122622, 2.326969)
H (-0.067805, 5.286284, 2.283410)
H (-1.327874, 4.805982, 0.207572)
H (-0.911018, 6.146783, -1.827988)
C (13.657715, -2.202672, -0.464773)
C (12.580467, -3.062355, -0.643819)
C (12.489263, -4.228904, 0.106216)
C (13.477873, -4.538305, 1.032915)
C (14.559946, -3.683108, 1.205530)
C (14.649426, -2.514719, 0.458189)
H (13.725282, -1.289571, -1.045179)
H (11.810161, -2.822486, -1.368545)
H (11.647041, -4.897478, -0.031341)
H (13.405514, -5.446749, 1.619839)
H (15.334333, -3.927106, 1.924225)
H (15.492257, -1.846656, 0.594580)
C (-9.302254, -4.395179, 3.669775)
C (-10.494694, -4.977458, 4.083153)
C (-11.297481, -4.331869, 5.016304)
C (-10.905583, -3.105117, 5.539702)
C (-9.708782, -2.527164, 5.133089)
C (-8.907910, -3.171160, 4.197146)
H (-8.679750, -4.895272, 2.937176)
H (-10.799185, -5.935486, 3.676831)
H (-12.229169, -4.784723, 5.336056)
H (-11.532654, -2.600182, 6.265529)
H (-9.400068, -1.572901, 5.545605)
H (-7.975102, -2.719155, 3.877942)
C (1.736254, 2.185399, 7.025838)
C (1.251329, 1.715508, 8.240804)
C (-0.006761, 1.128540, 8.307624)
C (-0.782522, 1.015100, 7.159322)
C (-0.302125, 1.493005, 5.945285)
C (0.958253, 2.076849, 5.878497)
H (2.720395, 2.637200, 6.972972)
H (1.855179, 1.806175, 9.136814)
H (-0.383191, 0.759103, 9.254990)
H (-1.763120, 0.554725, 7.211038)
H (-0.909998, 1.409577, 5.050805)
H (1.334698, 2.447763, 4.931540)
C (3.263069, 1.111930, -7.298296)
C (2.131011, 1.482117, -8.014887)
C (0.900729, 1.574236, -7.373520)
C (0.801471, 1.291861, -6.015520)
C (1.932197, 0.912841, -5.301558)
C (3.163097, 0.824273, -5.941540)
H (4.223478, 1.046554, -7.797026)
H (2.207702, 1.699995, -9.074505)
H (0.018445, 1.866457, -7.932063)
H (-0.155073, 1.365525, -5.514602)
H (1.853784, 0.686710, -4.243121)
H (4.045391, 0.530755, -5.383241)

Atomic forces in eV per Å
-0.20 0.54 -0.63
-0.45 0.37 -0.42
0.13 -0.16 0.82
0.10 0.01 -1.10
-0.05 -0.50 1.24
0.43 -0.22 -0.94
0.38 0.85 0.36
0.52 -0.51 -0.60
0.22 0.54 -0.10
0.82 0.54 -0.73
0.28 -0.38 0.18
-2.43 -1.46 0.02
-1.66 0.00 -1.67
1.20 0.72 -2.25
-0.75 2.28 -1.43
-0.73 -0.09 1.46
-1.11 1.74 -0.19
-0.14 0.05 -0.24
-0.48 -0.35 0.23
1.99 1.03 -0.05
0.10 0.92 -0.84
-0.09 -0.34 0.58
-0.77 -2.20 0.73
-0.70 -2.46 -1.78
0.23 -0.42 -1.65
0.90 2.08 -1.72
0.60 2.60 1.34
-0.18 -0.12 1.77
0.96 0.06 1.71
-0.85 -0.73 0.92
-0.80 -0.84 0.64
-1.28 0.40 1.01
-0.29 -1.17 0.41
0.76 -0.15 2.23
-1.52 -0.52 -0.84
0.56 -0.12 -0.74
1.09 0.87 -0.19
0.42 0.09 -0.11
-0.43 0.08 -0.03
1.09 0.78 -1.36
-0.21 -0.39 1.56
0.85 0.85 0.05
0.51 0.93 0.52
0.50 1.01 -0.28
1.10 -0.60 0.33
-0.55 -0.98 -0.37
-0.95 -0.76 -0.14
-0.28 1.19 0.53
-0.74 0.23 1.04
1.13 0.40 -0.20
-1.20 -0.46 0.09
0.98 0.10 -0.69
-0.90 -0.82 -0.32
-0.16 0.77 0.79
-0.14 -1.03 -0.65
0.36 0.97 -0.22
-0.74 -0.85 0.55
-0.04 0.76 0.73
-0.39 -0.97 -0.36
0.14 -0.39 1.23
-0.88 0.68 -0.82
0.58 0.30 1.19
-0.64 -1.13 -0.21
0.24 0.34 -1.06
-0.72 0.31 1.22
-0.21 -1.11 -0.06
-0.71 0.06 -0.99
0.81 0.57 -0.16
0.36 -1.16 0.65
0.32 0.59 -1.05
0.43 -1.05 0.58
0.93 0.47 -0.20
-0.33 -0.95 -0.97
0.20 -0.82 -0.01
0.87 -0.73 0.68
0.68 -0.04 -1.18
0.99 0.09 1.07
-1.35 -0.07 0.19
-0.23 -1.08 -0.53
0.25 0.38 -1.36
0.48 1.24 -0.16
0.14 1.04 1.00
-0.10 0.09 1.43
0.54 -0.81 -0.92
0.08 -0.98 0.97
-1.14 0.65 0.25
1.07 0.07 0.99
0.73 -0.76 -0.97
0.09 0.00 1.19
-1.13 0.12 -0.78
0.00 -0.04 0.09
-0.02 -0.02 -0.01
-0.02 -0.02 -0.03
0.01 0.02 -0.03
0.03 0.01 -0.01
0.10 0.04 0.01
-0.01 -0.03 0.05
-0.04 -0.05 0.00
-0.03 -0.01 -0.05
0.01 0.03 -0.04
0.02 0.05 -0.01
0.06 0.04 0.09
0.01 -0.04 0.02
0.01 0.00 0.02
0.04 0.01 0.01
0.00 0.04 -0.04
-0.02 0.01 -0.01
-0.04 -0.02 -0.01
0.00 -0.05 0.02
0.03 -0.01 0.05
0.04 0.04 0.01
0.01 0.04 -0.03
-0.05 0.02 -0.04
-0.05 -0.04 0.00
-0.02 -0.02 0.02
-0.01 0.05 0.03
0.04 0.02 -0.01
0.03 -0.03 -0.02
0.00 -0.01 -0.02
-0.05 -0.03 0.02
-0.06 0.05 0.02
0.02 0.06 0.01
0.05 0.03 -0.02
0.04 -0.03 -0.03
-0.03 -0.05 -0.02
-0.04 -0.03 0.00
-0.04 0.01 -0.03
-0.01 -0.01 -0.02
-0.02 0.00 -0.03
0.12 0.07 0.02
0.04 0.02 -0.08
0.00 -0.03 0.16
-0.05 -0.02 0.01
-0.03 -0.01 -0.05
0.03 0.02 -0.05
0.04 0.02 0.00
0.12 -0.04 0.17
-0.02 -0.03 0.04
-0.04 -0.01 0.02
-0.01 0.02 0.01
0.15 -0.05 0.04
-0.07 -0.10 -0.22
0.03 0.03 -0.06
-0.03 0.02 -0.01
-0.05 -0.01 0.02
0.01 0.00 0.06
0.04 -0.02 0.03
0.29 -0.03 -0.26
-0.02 0.02 -0.05
-0.04 0.02 -0.02